9 unconnected molecules or ions with the total composition C16H48O20S at a distorted geometry, computed with wB97M-V/def2-TZVPD.

```
85
Properties=species:S:1:pos:R:3:lowdin_charge:R:1
H -44.6440 3.5033 10.1211 0.162
O -46.9515 2.9292 11.2838 -0.064
H -46.0081 3.0643 13.0742 0.116
H -43.8285 4.5325 6.8357 0.008
H -40.2887 7.7902 10.2585 0.080
C -48.0771 6.4658 6.8107 -0.188
H -39.7488 9.5162 10.2972 0.150
O -41.2164 5.9015 4.3412 -0.073
H -42.1006 5.8037 13.6288 0.077
H -38.6013 9.0925 7.8528 0.129
C -39.5757 8.6256 8.2340 -0.242
C -41.3936 6.4317 13.2546 -0.262
H -38.6677 5.5264 6.2564 0.129
H -37.0122 3.7820 7.7959 0.158
H -41.7611 8.4610 13.9139 0.139
O -40.1430 4.1312 6.3652 -0.079
O -41.3097 5.4776 8.1635 -0.298
O -42.5186 5.9682 10.0991 -0.298
H -45.4154 8.4416 8.2749 0.160
C -46.5738 5.9393 6.7519 -0.212
C -45.8052 2.9750 12.0119 -0.258
C -42.9505 2.4142 7.8095 -0.304
O -44.1431 3.8823 6.1730 -0.075
H -45.4386 1.9182 11.8756 0.120
O -43.8267 4.4050 11.8763 -0.131
H -43.3126 7.4902 4.3785 0.070
H -38.5357 3.2113 8.2379 0.059
H -42.8684 8.2541 6.9226 -0.009
H -43.9987 2.5423 8.2055 0.143
H -41.7879 0.8991 7.1683 0.065
H -38.2787 6.7795 10.1476 0.095
O -40.7622 9.3609 8.0434 -0.108
H -48.3615 6.5892 5.7244 0.121
H -45.4320 5.6864 7.9017 -0.153
O -38.6916 5.0207 8.7406 -0.119
H -40.5898 6.4119 14.1628 0.155
H -41.5956 5.1770 4.8509 0.058
C -43.2899 2.7027 6.4268 -0.256
H -45.6291 4.7676 11.0909 0.061
C -39.5435 8.4551 9.8126 -0.190
C -41.8237 7.8054 13.0453 -0.329
C -45.4360 8.2777 10.3785 -0.224
H -44.6129 7.7097 10.4304 0.060
O -46.5194 7.4392 10.0771 -0.006
C -44.9978 4.0097 11.1674 -0.219
H -40.8328 7.9186 4.7605 0.150
H -46.1690 6.7671 9.7020 -0.062
H -42.2921 2.6663 5.8693 0.128
H -41.4751 5.9355 11.4170 0.010
H -46.6748 2.7936 10.4289 0.034
H -45.5393 8.6132 11.3845 0.125
O -42.4675 7.5209 8.3596 -0.324
O -43.9118 9.5662 9.2797 -0.052
H -45.7917 6.6168 6.3259 0.137
H -43.4215 6.3879 5.7069 0.131
C -42.9561 7.3563 5.2932 -0.289
C -38.7895 4.4802 6.4804 -0.263
H -38.3038 4.1074 5.7249 0.054
O -42.9646 7.6537 12.3997 -0.020
H -46.3513 5.0894 6.1528 0.096
H -42.8523 7.0245 11.5994 0.097
O -43.6371 5.6070 8.0995 -0.273
H -47.5620 7.6500 8.2882 -0.023
H -40.6162 4.6463 7.0727 0.019
O -46.1861 5.7945 8.0262 0.030
H -41.4001 8.6949 8.3426 -0.003
O -42.4517 1.1400 7.7656 -0.010
O -40.7549 5.9686 12.0625 -0.057
H -43.6467 1.7530 6.1217 0.098
H -41.3014 6.9202 6.1560 0.065
H -41.0568 7.9026 12.5198 0.030
O -48.2152 7.5603 7.6850 -0.020
S -42.4720 6.1148 8.7150 0.259
H -43.1877 4.9077 11.1494 0.104
C -38.2075 4.0343 7.7737 -0.178
C -45.2146 9.1728 9.2323 -0.269
H -43.3282 8.7910 9.2015 0.046
H -39.6113 5.3358 8.5710 0.042
O -38.2589 7.8044 10.1738 -0.161
H -48.6998 5.7346 7.1349 0.065
O -43.1013 8.4749 6.0516 -0.015
H -45.9748 9.9540 8.9732 0.132
C -41.4778 7.0651 5.1281 -0.232
H -42.4639 3.2795 8.0998 0.080
H -39.6792 7.6479 7.6814 0.100
```

Calculated values
Orbital gap in eV: 8.518
LUMO energy in eV: 4.480
Net charge: -2

=====

A molecular structure, C12H11N3O4Ti at a distorted geometry, computed with wB97M-V/def2-TZVPD.

```
31
Properties=species:S:1:pos:R:3:lowdin_charge:R:1
C 0.6655 1.1821 2.3308 -0.481
O 0.6995 3.4617 1.3896 0.178
H 4.8209 -2.0165 0.9383 0.107
C 5.4708 0.6410 -1.0869 0.010
C 0.6900 2.2881 1.1860 -0.484
H -3.6148 0.1552 1.6236 0.129
N 2.3185 -0.6476 -0.6854 0.093
H 5.9621 -2.1713 -0.4084 0.107
C 3.4867 -0.5357 -0.5593 -0.164
N 4.7506 -0.4520 -0.4507 -0.158
O 0.6202 1.4265 3.4948 0.181
H -6.3076 -0.8867 -2.4003 0.119
H 6.2667 -0.9868 0.8804 0.104
C -4.2116 -0.0673 0.7514 0.009
N -1.0378 -0.6434 -0.6167 0.107
C -5.7167 -0.6583 -1.5270 -0.043
C -6.3395 -0.3063 -0.3351 -0.024
O 0.7044 -0.0196 1.7793 -0.114
C 5.4940 -1.4671 0.2810 0.009
C -5.5864 -0.0092 0.7959 -0.041
C -3.5750 -0.4298 -0.4541 -0.204
H 4.7815 1.4523 -1.3195 0.108
H -7.4155 -0.2654 -0.2855 0.120
H -3.8446 -0.9939 -2.5166 0.127
Ti 0.6532 -0.0827 0.0089 0.998
O 0.7045 1.6950 0.0056 -0.114
H 6.2396 1.0082 -0.4077 0.105
H 5.9430 0.3062 -2.0115 0.107
C -4.3435 -0.7200 -1.6012 0.006
C -2.2014 -0.5177 -0.5163 -0.017
H -6.0788 0.2621 1.7176 0.121
```

Calculated values
Multiplicity: 2
Orbital gap (spin up / spin down) in eV: 6.647 / 8.595
LUMO energy (spin up / spin down) in eV: -4.151 / -4.069
<S²>: 0.76
Net charge: +1

=====

9 unconnected molecules or ions with the total composition C54H135N9 at a distorted geometry, computed with wB97M-V/def2-TZVPD.

```
198
Properties=species:S:1:pos:R:3:lowdin_charge:R:1
C -0.3710 0.9631 9.9528 -0.253
C 1.6252 -4.3633 -7.7481 -0.264
H -0.8436 -1.3821 2.4096 0.066
H -1.9526 1.7840 -1.9129 0.082
H -0.7053 3.3240 2.8663 0.059
N -1.6889 5.6922 3.9827 -0.194
H 5.2137 -2.0471 -3.0656 0.090
H -0.5072 -4.7650 2.7214 0.064
C -0.1899 0.0792 -1.4377 -0.261
H -4.3413 2.2058 -2.2423 0.066
C 6.8668 -0.4082 -0.9019 -0.312
H 2.4161 -4.5791 6.6833 0.083
H -2.1405 8.6158 3.4780 0.069
H 1.4963 -1.2899 -1.0844 0.057
H 7.2375 0.2034 1.1381 0.062
C 0.7463 -1.0441 -1.8300 -0.079
H 6.3159 1.2097 -6.6354 0.059
H -6.4357 -1.6075 3.5814 0.086
H 3.5213 -2.1555 -6.3865 0.072
C -2.7105 0.9593 -5.9550 -0.081
C -6.3664 2.1593 2.3170 -0.259
H 3.3345 -0.8882 -5.1232 0.058
H -0.9580 0.0377 -2.2156 0.048
N -2.1677 2.4509 -4.0136 -0.166
H 0.9327 -6.3720 -5.2300 0.097
H 1.3319 -6.7831 2.9597 0.129
H 5.9615 2.9063 -6.7610 0.070
H 6.5864 2.3362 -5.2548 0.066
H -2.0013 -1.3978 -2.4572 0.052
H 2.3420 -3.8405 -7.1146 0.086
H -1.5070 3.4025 -2.2473 0.107
C -7.1917 0.4089 3.6782 -0.288
H 0.6871 -4.9407 7.0616 0.070
C 1.6308 -6.0883 5.4140 -0.319
H 2.2579 -5.2563 -5.3275 0.123
C -6.9406 -0.9358 4.2819 -0.102
H 6.1966 0.8469 -2.8673 0.120
H -3.3153 0.0920 -6.2131 0.061
H -3.9826 1.1602 3.2977 0.092
H 0.8791 0.1023 7.8373 0.099
C 4.0243 -0.1919 -7.0006 -0.257
H 0.1919 -1.9278 -2.1466 0.064
H -1.6583 2.7420 8.8183 0.110
H -3.6573 3.2637 -0.9942 0.052
H 3.1154 -5.1800 -9.1069 0.072
N 5.5261 -0.1684 -1.2310 -0.202
H -0.6656 3.2229 4.6087 0.079
C 7.0761 -0.7112 0.5837 -0.084
H -1.7765 4.6123 -5.4710 0.068
H -3.5536 6.7010 3.8605 0.119
C -2.4723 1.0982 -4.4089 -0.266
H -1.9069 5.2047 0.9005 0.054
C 2.1520 -6.0409 3.1475 -0.302
H -2.8619 6.5821 1.5881 0.061
H 5.3701 0.8774 0.6223 0.088
H 0.3058 -8.2003 -7.0514 0.079
H 0.3065 -4.3993 -4.1233 0.079
C 3.5863 2.0421 -7.9221 -0.291
H -0.6610 -4.5302 -5.6032 0.074
H -1.7736 0.9571 -6.5239 0.053
H -7.8581 -1.4517 4.5845 0.076
H -1.9302 2.3464 3.7374 0.046
H -1.9521 1.9660 7.2418 0.082
H -0.8648 -5.3238 4.3819 0.064
C -4.9490 2.3140 4.8435 -0.072
H 1.9403 -6.0380 7.5310 0.073
C -0.4163 -4.5295 3.7892 -0.079
H -4.0400 3.9075 -2.5799 0.074
H 4.4812 1.9259 -8.5749 0.119
H 0.2824 -0.2285 5.5356 0.066
H 7.2407 -1.2210 -1.5252 0.097
H -4.8818 1.9560 0.6475 0.062
H -2.8056 8.7146 5.0828 0.079
H -7.6507 1.0809 4.4453 0.122
C 2.2140 -4.5739 -9.1529 -0.078
C -1.8766 6.1539 1.4241 -0.069
H 4.4993 1.1806 -4.8420 0.070
H 1.5300 -4.7633 1.5393 0.062
C -1.0105 6.0639 2.7288 -0.223
N 1.9038 -5.2679 4.3203 -0.218
C -2.5510 -1.5243 -1.5158 -0.081
H 0.7954 -0.6539 0.9874 0.108
H -4.0747 2.3504 5.4928 0.060
H -4.3499 2.9627 1.9969 0.048
H 0.9788 -3.5324 5.0917 0.102
H -1.1623 8.2920 4.9567 0.081
H 2.9423 0.6835 -1.2010 0.048
H 1.4211 -3.4642 3.4115 0.104
H 1.2823 -0.7534 -2.7540 0.080
H 1.4875 -5.0277 -9.8128 0.056
H -6.7593 2.9558 2.9619 0.115
H -1.9574 -0.0121 2.1859 0.068
H 5.0828 -0.4398 -6.8135 0.103
H -1.0237 4.9651 -3.9023 0.063
C -1.9393 1.8029 8.3206 -0.255
C -2.1176 8.1198 4.4452 -0.115
C 4.4596 1.8911 -5.6698 -0.221
C -0.9147 4.4286 -4.8457 -0.082
H -3.4014 0.7934 -3.9063 0.108
H -2.3529 -1.5150 0.5617 0.108
H 0.4869 1.7176 7.3697 0.124
C -1.3450 3.2707 3.7460 -0.071
H -0.5574 2.3710 -5.4257 0.097
H -0.1885 -1.1036 10.3665 0.083
H -0.6380 -7.3194 -5.8494 0.060
C 1.6412 -5.3487 6.7298 -0.092
H 4.4728 0.4420 -2.9204 0.093
C 2.3481 1.7346 -8.7842 -0.086
H -1.1700 0.7611 5.6794 0.048
H -0.0427 2.7324 -3.8081 0.110
H -0.0090 4.7909 -5.3312 0.067
H 3.1668 -4.4686 2.1593 0.088
H -7.1351 1.7804 1.6218 0.117
H -7.9402 0.3286 2.8815 0.114
H 2.1608 -1.0954 -6.4292 0.079
C -4.8726 1.1140 3.9238 -0.254
H 7.9811 -1.3109 0.6972 0.070
C 0.3499 -4.3743 -5.2150 -0.094
C 5.4423 0.0499 -2.6285 -0.292
H 0.6681 -3.3644 -5.4901 0.065
C -0.9121 -0.2943 2.2550 -0.084
H -5.8522 2.2375 5.4441 0.079
H -0.3962 6.9418 2.9113 0.100
C -3.4098 1.4166 8.7390 -0.073
H -2.9066 6.4775 5.5191 0.114
H -3.9169 0.8538 7.9636 0.052
H 7.5441 0.4393 -1.2155 0.131
C 4.9256 0.9428 -0.3746 -0.204
H 2.9027 -5.8881 1.2066 0.079
H 1.4611 1.7859 -8.1510 0.065
N -6.0198 0.9779 3.0625 -0.209
H 0.7492 -3.6925 -7.8549 0.120
C 0.0114 -6.0940 -7.5729 -0.268
H 6.2536 -1.3389 0.9284 0.083
H -2.8437 4.1783 4.8437 0.096
H -3.2746 1.8305 -6.3371 0.077
H 4.0479 2.8582 -5.4293 0.111
C -1.6785 -1.4154 -0.2920 -0.289
H 2.4067 -6.8614 5.4738 0.118
H 2.9296 1.5337 0.4066 0.079
H -1.1314 -0.7937 6.3739 0.080
N 1.3031 -5.6465 -7.1084 -0.178
C -2.3230 4.4416 3.9347 -0.303
C 3.2291 -1.1148 -6.1822 -0.112
H -0.4835 0.1472 3.1544 0.056
H 1.2561 -0.4181 9.7260 0.056
H -1.3755 6.8558 0.7364 0.072
H -1.7263 0.3110 -4.1252 0.104
C -0.1402 -0.0609 0.9811 -0.262
C -3.6442 3.0277 -2.0647 -0.082
C -5.2301 2.6575 1.3900 -0.076
C 5.7881 -1.1985 -3.4483 -0.068
H -0.2557 5.2802 2.5338 0.099
C -0.4517 -7.4241 -6.9238 -0.078
H 0.1892 1.0947 -1.4184 0.112
C -0.8577 2.9292 -4.5325 -0.252
C 2.4186 -5.2392 1.9365 -0.101
H -3.9884 2.3228 8.9925 0.068
H -1.0003 -2.2977 -0.1816 0.126
H 3.5456 3.1069 -7.6721 0.114
C 5.9321 2.0431 -6.0700 -0.091
H 5.5554 -1.0173 -4.4983 0.046
H -5.5441 3.6027 0.9325 0.077
C 3.4202 0.7806 -0.2316 -0.090
H -1.1286 -3.6861 3.8965 0.069
H -3.3226 -0.7441 -1.5066 0.082
H -4.8450 0.2142 4.5296 0.094
N -0.9551 -0.1853 -0.2127 -0.181
H 6.8430 -1.4479 -3.4012 0.062
N 3.6452 1.2379 -6.7246 -0.165
C -2.6310 6.7088 4.4932 -0.259
H 2.3482 0.7344 -9.2189 0.060
H 5.2687 1.9238 -0.7981 0.128
H -3.0682 -2.4816 -1.5339 0.079
C -2.2446 2.6428 -2.5316 -0.243
C 1.2496 -5.4470 -5.7055 -0.311
N -0.9856 0.7245 8.5886 -0.174
H 3.1916 -0.1241 0.3487 0.068
H 0.1635 1.0003 0.9336 0.114
H 0.6966 -6.6868 5.2976 0.119
C -0.4926 0.0873 6.2450 -0.097
H -6.3466 -0.8574 5.1985 0.065
H 2.2448 2.4752 -9.5780 0.069
C 0.0229 0.7204 7.5210 -0.273
H 3.0056 -6.6971 3.3685 0.120
H -4.9593 3.1965 4.2078 0.056
H -3.4251 0.8488 9.6735 0.060
H -3.0125 4.4063 3.0582 0.104
H 2.5035 -3.6093 -9.5951 0.070
H 3.8340 -0.4400 -8.0432 0.108
H -0.7473 -5.3020 -7.4662 0.107
H 0.8615 -0.0611 11.4119 0.069
H 0.3090 1.8578 9.9010 0.123
H -1.1521 1.1640 10.6841 0.108
C 0.4450 -0.2087 10.4263 -0.106
H -1.3652 -7.7897 -7.3922 0.069
H 0.0756 -6.3125 -8.6446 0.109
C 1.0157 -4.1329 4.1824 -0.235
```

Calculated values
Orbital gap in eV: 8.680
LUMO energy in eV: 0.547
SMILES: CCN(CC)CC.CCN(CC)CC.CCN(CC)CC.CCN(CC)CC.CCN(CC)CC.CCN(CC)CC.CCN(CC)CC.CCN(CC)CC.CCN(CC)CC

=====

Energy above the lowest of the compared OMol25 structures with the same formula, charge and spin list, top to bottom, in kJ/mol: 340.5, 84.7, 219.1